DFT (the ωB97M-V functional and the def2-TZVPD basis) results for a molecular structure, C22H38BClN3O15V.

```
! wB97M-V def2-TZVPD RIJCOSX def2/J DEFGRID3
* xyz -1 2
O 0.638 0.240 -2.738
V -0.277 0.148 -1.495
O 0.422 0.663 -0.195
N -3.534 -0.315 -0.108
O -4.394 -1.200 0.215
O -3.884 0.841 -0.321
O -2.347 -0.627 -0.198
Cl -1.408 2.748 -1.797
O -7.378 -3.113 -2.283
C -6.237 -3.290 -2.694
O -5.114 -3.038 -1.995
B -3.979 -3.368 -2.873
O -4.456 -3.805 -4.167
C -5.793 -3.800 -4.064
O -6.556 -4.090 -4.934
O -3.160 -4.468 -2.320
C -1.827 -4.037 -2.221
O -0.842 -4.741 -1.904
C -1.788 -2.564 -2.592
O -3.038 -2.181 -2.994
O -0.788 -1.897 -2.482
C 1.899 -3.935 0.686
C 3.199 -3.109 0.384
C 4.451 -3.966 0.492
C 4.706 -4.994 -0.577
C 4.792 -4.361 -1.929
C 3.542 -3.462 -2.171
N 3.177 -2.602 -1.002
O 2.332 -1.544 -1.300
C 3.887 -2.688 -3.500
C 2.347 -4.412 -2.611
C 3.340 -1.828 1.233
H 1.999 -5.011 0.548
H 1.014 -3.598 0.146
H 1.621 -3.787 1.729
H 5.343 -3.368 0.679
H 4.447 -4.564 1.404
H 3.929 -5.746 -0.439
H 5.615 -5.445 -0.181
H 5.002 -5.193 -2.601
H 5.749 -3.840 -1.915
H 4.623 -1.891 -3.394
H 4.212 -3.315 -4.330
H 3.124 -1.993 -3.848
H 1.464 -3.777 -2.693
H 2.491 -4.910 -3.570
H 2.088 -5.137 -1.839
H 4.044 -1.169 0.724
H 3.684 -2.073 2.238
H 2.331 -1.433 1.356
H 2.952 -0.843 -1.510
C -1.428 6.931 2.760
C -1.329 5.932 1.639
C 0.117 5.579 1.417
C 0.686 4.689 2.505
C -0.103 3.354 2.558
C -1.642 3.666 2.896
N -2.127 4.681 1.839
O -3.445 5.099 2.172
C -2.295 2.389 2.717
C -1.685 4.134 4.441
C -1.745 6.620 0.248
H -1.186 6.636 3.781
H -2.440 7.270 2.984
H -0.711 7.714 2.514
H 0.033 4.990 0.504
H 0.679 6.504 1.284
H 0.612 5.117 3.505
H 1.744 4.448 2.403
H 0.191 2.612 3.300
H 0.017 2.994 1.536
H -1.997 1.600 3.408
H -3.371 2.566 2.709
H -2.109 2.075 1.690
H -2.634 4.630 4.643
H -1.660 3.310 5.154
H -0.898 4.805 4.785
H -1.570 5.769 -0.411
H -1.104 7.374 -0.208
H -2.777 6.944 0.117
H -3.486 5.460 3.061
*
```

Properties
E_LUMO (spin up / spin down): 1.0 / -2.8 eV
HOMO level (spin up / spin down): -5.05 / -5.05 eV
⟨S²⟩: 0.755
Molecular weight: 681.76 g/mol

=====

DFT (the ωB97M-V functional and the def2-TZVPD basis) results for a single C4H10N2O molecule.

```
! wB97M-V def2-TZVPD RIJCOSX def2/J DEFGRID3
* xyz 0 1
C -0.242 1.313 -0.436
C -1.602 -0.451 1.158
C 1.366 -0.951 -1.072
N 1.155 1.325 -0.052
N -1.543 0.112 -0.124
C 1.166 -0.073 0.137
O 1.138 -0.553 1.291
H 1.296 1.782 0.845
H -1.337 -0.618 -0.804
H -0.359 1.406 -1.513
H -0.771 2.112 0.074
H -2.080 0.221 1.871
H -2.005 -1.465 1.172
H -0.477 -0.609 1.526
H 2.412 -1.260 -1.088
H 0.759 -1.852 -0.985
H 1.124 -0.438 -1.999
*
```

Properties
E_LUMO: 0.9 eV
HOMO level: -8.59 eV
Molecular weight: 102.14 g/mol